Model one:
C5H7I | ωB97M-V with the def2-TZVPD basis set

```
! RIJCOSX wB97M-V def2-TZVPD def2/J DEFGRID3
* xyz 0 1
C 0.04358 -0.33807 -0.55642
C 0.07947 0.67941 0.25115
C -1.00688 1.70710 0.46443
C 1.46545 0.80457 1.11082
C 2.67892 1.02606 0.61907
I 1.18724 0.24762 3.15196
H -0.93593 -0.47854 -0.95165
H 0.92970 -0.96062 -0.55311
H -0.64550 2.64374 0.27695
H -1.85808 1.62176 -0.12946
H -1.44943 1.74197 1.49020
H 3.65745 1.18940 1.09700
H 2.78770 1.30663 -0.42481
*
```

For the HOMO-LUMO gap, the calculation gives 9.71 eV. As for the structure (SMILES): C=C(C)C(=C)I. The molar mass comes out at 194.02 g mol⁻¹.

Atomic partial charges in e from the Mulliken method, atoms 1 to 4:
1 C -0.843
2 C 0.658
3 C -1.295
4 C -0.233

Model two:
C5H7I | ωB97M-V with the def2-TZVPD basis set

```
! RIJCOSX wB97M-V def2-TZVPD def2/J DEFGRID3
* xyz 0 1
C 1.91845 2.55065 -2.21752
C 1.24205 1.91389 -1.35023
C -0.70584 -1.77261 0.77033
C -1.48011 -0.47637 0.58022
C 0.03178 -0.49861 0.47540
I 1.13708 0.41272 2.08126
H 2.80242 2.53261 -1.68097
H 1.96028 3.24071 -3.13397
H 0.52451 -0.22159 -0.44762
H -0.63487 -2.23738 1.71188
H -0.74380 -2.47756 0.04892
H -1.97126 -0.13710 -0.21872
H -1.90271 -0.24313 1.48510
*
```

For the HOMO-LUMO gap, the calculation gives 8.69 eV. The molar mass comes out at 194.02 g mol⁻¹.

Atomic partial charges in e from the Mulliken method, atoms 1 to 4:
1 C -0.766
2 C 0.178
3 C -0.584
4 C -0.587

Preferred: model one; penalty for the next structure: 88.4 kcal/mol.

Model one:
C6H13N | ωB97M-V with the def2-TZVPD basis set

```
! RIJCOSX wB97M-V def2-TZVPD def2/J DEFGRID3
* xyz 0 1
C -3.10581 -0.67026 -0.96537
C -1.84953 -0.51237 -0.58404
C -1.30612 0.70997 0.11990
C 0.20440 0.94416 -0.09056
C 1.06430 -0.16255 0.49002
C 2.16552 -0.63528 -0.46430
N 1.57982 0.31254 1.80103
H -3.45038 -1.59648 -1.40241
H -3.89066 0.04783 -0.74202
H -1.11384 -1.28707 -0.77462
H -1.45058 0.53820 1.18448
H -1.82877 1.59196 -0.22539
H 0.43159 1.06214 -1.15228
H 0.38237 1.93532 0.32726
H 0.53305 -1.07013 0.78834
H 1.68333 -0.99832 -1.36942
H 2.85916 -1.33643 -0.01265
H 2.79243 0.21892 -0.77105
H 2.01312 1.22075 1.67315
H 2.28659 -0.31291 2.16993
*
```

For the HOMO-LUMO gap, the calculation gives 10.39 eV. As for the structure (SMILES): C=CCC[C@@H](C)N. The molar mass comes out at 99.18 g mol⁻¹.

Atomic partial charges in e from the Mulliken method, atoms 1 to 4:
1 C -0.884
2 C 0.037
3 C -0.643
4 C -0.728

Model two:
C6H13N | ωB97M-V with the def2-TZVPD basis set

```
! RIJCOSX wB97M-V def2-TZVPD def2/J DEFGRID3
* xyz 0 1
C -0.19995 -2.71236 -1.48232
C 0.28985 -1.86992 -0.58648
C 1.18901 -0.72854 -0.71155
C 0.47774 0.67537 -0.48816
C -0.63090 0.71748 0.58382
C -1.10104 2.16117 0.79728
N -0.11430 0.23734 1.87392
H -1.14148 -3.21411 -1.31927
H 0.30257 -2.77123 -2.44759
H -0.34228 -1.84525 0.30816
H 2.11071 -0.70349 -0.12211
H 1.55859 -0.67836 -1.74844
H 0.27476 1.09896 -1.46819
H 1.25284 1.25225 0.02457
H -1.53874 0.20467 0.25260
H -1.39308 2.32775 1.83129
H -0.21489 2.81124 0.65785
H -1.74195 2.58056 0.02451
H 0.51622 -0.54936 1.79393
H 0.44631 1.00582 2.22620
*
```

For the HOMO-LUMO gap, the calculation gives 10.57 eV. As for the structure (SMILES): C=CCC[C@H](C)N. The molar mass comes out at 99.18 g mol⁻¹.

Atomic partial charges in e from the Mulliken method, atoms 1 to 4:
1 C -0.825
2 C 0.057
3 C -0.748
4 C -0.552

Preferred: model one; penalty for the next structure: 12.8 kcal/mol.

Model one:
C6H13N | ωB97M-V with the def2-TZVPD basis set

```
! RIJCOSX wB97M-V def2-TZVPD def2/J DEFGRID3
* xyz 0 1
C -0.36047 -1.86206 -1.55868
C -1.32162 -1.82245 -0.36783
C -0.51725 -1.69041 0.99906
C 0.48977 -0.43841 0.91912
N 0.65741 3.19781 -0.09543
C 1.00810 1.84094 0.20687
C 0.02494 0.86880 0.44535
H 0.28457 -2.75305 -1.60857
H -0.94926 -1.67986 -2.40855
H 0.33795 -0.94807 -1.41322
H -1.91847 -0.92777 -0.57330
H -2.01611 -2.67040 -0.33376
H 0.06907 -2.62014 1.10051
H -1.25330 -1.72661 1.73179
H 0.95374 -0.34337 -1.46765
H 1.45886 -0.29812 1.40332
H 0.67486 3.60399 -1.04048
H 0.84206 3.87095 0.61713
H 2.05283 1.58287 0.41227
H -1.07947 1.14650 0.38516
*
```

For the HOMO-LUMO gap, the calculation gives 4.95 eV. The molar mass comes out at 99.18 g mol⁻¹.

Atomic partial charges in e from the Mulliken method, atoms 1 to 4:
1 C -0.659
2 C -0.564
3 C -0.642
4 C -0.512

Model two:
C6H13N | ωB97M-V with the def2-TZVPD basis set

```
! RIJCOSX wB97M-V def2-TZVPD def2/J DEFGRID3
* xyz 0 1
C -0.87832 1.41566 -2.70176
C -1.56822 0.92394 -1.65989
C -0.99379 0.79431 -0.27494
C 0.55542 0.88610 -0.04735
C 1.14924 -0.44348 0.39918
N 0.50866 -0.92977 1.59122
C 0.91379 -2.17948 2.17298
H -1.32188 1.98650 -3.50687
H 0.20117 1.49779 -2.63732
H -2.39567 0.23579 -1.81727
H -1.47999 1.17325 0.62258
H -1.15310 -0.27950 -0.05365
H 1.00051 1.27446 -0.95498
H 0.72087 1.61930 0.74706
H 2.21872 -0.26467 0.57395
H 0.95685 -1.15029 -0.41405
H 0.00740 -0.27524 2.16319
H 1.86500 -2.14004 2.71654
H 0.14012 -2.44198 2.89912
H 0.89921 -2.98170 1.43357
*
```

For the HOMO-LUMO gap, the calculation gives 9.39 eV. As for the structure (SMILES): C=CCCCNC. The molar mass comes out at 99.18 g mol⁻¹.

Atomic partial charges in e from the Mulliken method, atoms 1 to 4:
1 C -0.671
2 C -0.248
3 C -0.421
4 C -0.827

Model three:
C6H13N | ωB97M-V with the def2-TZVPD basis set

```
! RIJCOSX wB97M-V def2-TZVPD def2/J DEFGRID3
* xyz 0 1
C 3.17776 -0.25263 0.65781
C 0.58843 -1.00258 -0.79599
C 0.45148 0.43677 -1.17071
N -0.88188 0.00229 -0.79803
C -2.06246 0.87062 -0.86731
C -1.48074 0.43545 0.43750
C -2.08923 -0.63788 1.29867
H 3.06370 0.77824 1.00617
H 3.65685 -0.24992 -0.32673
H 3.79321 -0.81672 1.36148
H 0.69085 -1.55764 -1.74338
H 2.19333 -0.72659 0.57200
H 0.47794 0.72752 -2.22733
H 0.88344 1.20377 -0.52046
H -2.99621 0.44687 -1.22699
H -1.86828 1.89799 -1.17663
H -0.90513 1.19009 0.97549
H -2.74468 -0.21019 2.06486
H -2.66647 -1.34275 0.69293
H -1.28190 -1.19271 1.78667
*
```

For the HOMO-LUMO gap, the calculation gives 8.82 eV. The molar mass comes out at 99.18 g mol⁻¹.

Atomic partial charges in e from the Mulliken method, atoms 1 to 4:
1 C -0.919
2 C -0.711
3 C -0.460
4 N 0.156

Preferred: model two; penalty for the next structure: 65.1 kcal/mol.

Model one:
C6H13N | ωB97M-V with the def2-TZVPD basis set

```
! RIJCOSX wB97M-V def2-TZVPD def2/J DEFGRID3
* xyz 0 1
C 1.92267 0.78920 -1.01237
C 1.75567 -0.69074 -0.84828
C 1.40080 -0.98484 0.65091
C 0.11517 -0.22489 1.09023
N -3.45958 0.21021 -0.00510
C -2.20229 0.41548 0.61740
C -1.12085 -0.34271 0.30112
H 2.77654 1.22189 -0.49038
H 1.86005 1.03782 -2.06363
H 0.96942 1.15298 -0.43722
H 0.91955 -0.97103 -1.49588
H 2.62512 -1.24941 -1.19469
H 2.26596 -0.63299 1.22232
H 1.38515 -2.06136 0.74409
H 0.26378 1.57835 0.00405
H -0.11432 0.15657 2.07671
H -3.80987 0.80350 -0.73565
H -4.18783 -0.18066 0.56765
H -2.12725 1.09377 1.46651
H -1.23789 -1.12114 -0.45778
*
```

For the HOMO-LUMO gap, the calculation gives 6.29 eV. The molar mass comes out at 99.18 g mol⁻¹.

Atomic partial charges in e from the Mulliken method, atoms 1 to 4:
1 C -0.746
2 C -0.505
3 C -0.616
4 C -0.749

Model two:
C6H13N | ωB97M-V with the def2-TZVPD basis set

```
! RIJCOSX wB97M-V def2-TZVPD def2/J DEFGRID3
* xyz 0 1
C -0.02545 0.43874 -0.66731
C 2.36890 0.18089 -0.57404
C 0.62598 -1.23850 0.95970
C -0.21523 1.61682 0.25403
N 0.63530 -0.70293 -0.38838
C -1.72873 -0.59922 -0.76843
C -2.70673 -0.55358 0.11254
H 0.05418 0.72188 -1.71723
H -1.78021 -1.14058 -1.70706
H -0.23852 -1.89394 1.05205
H 0.62021 -0.49974 1.76768
H 2.42369 0.84463 -1.43153
H 2.61958 0.67713 0.36284
H 2.94049 -0.72687 -0.73311
H 1.51803 -1.85500 1.07444
H 0.59702 2.32909 0.10581
H -1.15152 2.11102 -0.00564
H -0.26611 1.33846 1.30339
H -2.60960 -0.04362 1.06624
H -3.68128 -1.00468 -0.06601
*
```

For the HOMO-LUMO gap, the calculation gives 8.88 eV. The molar mass comes out at 99.18 g mol⁻¹.

Atomic partial charges in e from the Mulliken method, atoms 1 to 4:
1 C 0.092
2 C -0.974
3 C -0.886
4 C -1.353

Preferred: model two; penalty for the next structure: 27.4 kcal/mol.

Model one:
C6H13N | ωB97M-V with the def2-TZVPD basis set

```
! RIJCOSX wB97M-V def2-TZVPD def2/J DEFGRID3
* xyz 0 1
C 0.13459 1.44994 -1.56830
C -0.21429 -0.01104 -1.08756
C -1.43602 -0.06009 -0.15759
C -0.98215 0.34290 1.39149
C 0.51321 0.32013 1.31712
N 0.84042 -0.25643 0.02907
C 1.23498 -1.73901 -0.05510
H 0.54023 2.06592 -0.67022
H 0.87862 1.41873 -2.34735
H -0.64121 1.89800 -2.18006
H -0.20778 -0.78345 -1.74768
H -2.20263 0.78106 -0.24753
H -2.02040 -1.03971 -0.26459
H -1.09264 -0.51336 2.02685
H -1.42757 1.27381 1.79139
H 0.87218 1.36508 1.57553
H 1.10074 -0.23455 2.16034
H 0.47136 -2.59776 -0.03658
H 1.88273 -1.76384 -0.86852
H 1.75564 -1.91633 0.93930
*
```

For the HOMO-LUMO gap, the calculation gives 9.07 eV. As for the structure (SMILES): C[C@@H]1CCCN1C. The molar mass comes out at 99.18 g mol⁻¹.

Atomic partial charges in e from the Mulliken method, atoms 1 to 4:
1 C -1.287
2 C 0.026
3 C -0.751
4 C -0.422

Model two:
C6H13N | ωB97M-V with the def2-TZVPD basis set

```
! RIJCOSX wB97M-V def2-TZVPD def2/J DEFGRID3
* xyz 0 1
C 0.55692 -1.97966 -0.80353
C 0.05378 -0.91693 0.13601
N 1.05638 0.00183 0.59357
C 0.98544 0.29791 2.04559
C -0.20923 0.43337 -0.36443
C -1.13942 1.43803 0.29509
C -0.30117 0.61662 -1.87787
H 0.94728 -2.81750 -0.22194
H -0.25516 -2.33348 -1.44507
H 1.37399 -1.59661 -1.42548
H -0.65206 -1.26915 0.88627
H 0.78807 1.35858 2.21948
H 0.21226 -0.27721 2.59008
H 1.93781 0.07764 2.55997
H -1.89445 1.92254 -0.34869
H -1.65812 1.01681 1.15553
H -0.47231 2.23424 0.62878
H 0.25062 -0.02889 -2.56808
H -0.26491 1.65850 -2.25345
H -1.31571 0.16336 -1.80182
*
```

For the HOMO-LUMO gap, the calculation gives 9.58 eV. As for the structure (SMILES): C[C@H]1N(C)C1(C)C. The molar mass comes out at 99.18 g mol⁻¹.

Atomic partial charges in e from the Mulliken method, atoms 1 to 4:
1 C -1.687
2 C 0.550
3 N -0.526
4 C -0.791

Model three:
C6H13N | ωB97M-V with the def2-TZVPD basis set

```
! RIJCOSX wB97M-V def2-TZVPD def2/J DEFGRID3
* xyz 0 1
C -1.52206 1.86069 0.40792
C -0.70919 0.58625 0.72296
N -0.80476 -0.37915 -0.35444
C -1.03614 -1.78005 -0.13896
C 0.53024 0.04490 -0.01733
C 1.61886 -1.09336 0.47248
C 1.20333 0.93863 -1.05375
H -2.58473 1.69268 0.65626
H -1.21467 2.76155 0.95140
H -1.50562 2.08248 -0.66378
H -0.80042 0.28450 1.77189
H -0.84041 -2.28456 -1.09168
H -0.30212 -2.14701 0.59093
H -2.07671 -1.96184 0.14214
H 2.49035 -0.52508 0.78167
H 1.56508 -1.89984 1.24750
H 1.91314 -1.67390 -0.42254
H 0.46835 1.46097 -1.67645
H 1.82198 0.33018 -1.72182
H 1.84180 1.69700 -0.58639
*
```

For the HOMO-LUMO gap, the calculation gives 9.78 eV. As for the structure (SMILES): C[C@H]1N(C)C1(C)C. The molar mass comes out at 99.18 g mol⁻¹.

Atomic partial charges in e from the Mulliken method, atoms 1 to 4:
1 C -1.350
2 C 0.078
3 N -0.332
4 C -0.842

Model four:
C6H13N | ωB97M-V with the def2-TZVPD basis set

```
! RIJCOSX wB97M-V def2-TZVPD def2/J DEFGRID3
* xyz 0 1
C -0.16019 -2.82960 -1.12726
C -0.56462 -1.55836 -0.38529
C 0.26611 -0.32038 -0.72325
C 0.11232 0.79822 0.27156
C 0.90500 0.71085 1.54138
C -0.46562 1.94828 -0.09829
N -0.23686 3.17286 0.56420
H 0.87286 -3.05646 -0.86120
H -0.24734 -2.69929 -2.20377
H -0.79654 -3.66046 -0.83106
H -1.60404 -1.33340 -0.63495
H -0.60581 -1.67201 0.70031
H -0.02135 0.09793 -1.69072
H 1.32380 -0.56168 -0.86225
H 1.79389 1.33686 1.60110
H 0.26886 0.77917 2.42232
H 1.30717 -0.30703 1.60538
H -1.26319 1.85661 -0.84437
H -0.70244 3.23923 1.45743
H -0.18202 4.05869 0.09874
*
```

For the HOMO-LUMO gap, the calculation gives 9.28 eV. As for the structure (SMILES): CCC/C(C)=C/N. The molar mass comes out at 99.18 g mol⁻¹.

Atomic partial charges in e from the Mulliken method, atoms 1 to 4:
1 C -1.231
2 C -0.284
3 C -1.062
4 C 0.422

Preferred: model four; penalty for the next structure: 20.5 kcal/mol.